(w)
The following is a DFT calculation (ωB97M-V with the def2-TZVPD basis set) of the molecule C6H8N2.

Total charge: 0
Lowest unoccupied orbital energy: 0.9 eV
Gap between HOMO and LUMO: 8.780 eV

Each line ends with the Mulliken charge.
Cartesian coordinates (Å):
1 C -0.3174 -0.2472 -0.1255  1.643
2 C 0.2590 -0.1937 -1.4821  -1.118
3 N -1.3309 -1.2430 0.0419  -0.586
4 N 1.5662 0.0640 -1.5763  -0.168
5 C 0.5192 -0.0125 1.0926  -0.763
6 C 0.7178 -0.9257 2.0344  -0.802
7 C -0.8647 1.0739 -0.7692  -0.932
8 C -1.4721 2.1243 -0.8058  0.188
9 H -2.0792 -0.9171 0.6420  0.264
10 H -1.7010 -1.5281 -0.8564  0.310
11 H 2.1971 0.1471 -0.7828  0.227
12 H 1.9573 0.2657 -2.4843  0.246
13 H 1.0008 0.9588 1.1486  0.441
14 H 0.2132 -1.8814 1.9981  0.314
15 H 1.3262 -0.7159 2.9038  0.285
16 H -1.9917 3.0308 -0.9791  0.452



(x)
The following is a DFT calculation (ωB97M-V with the def2-TZVPD basis set) of a structure of composition C6H8N2.

Total charge: 0
Lowest unoccupied orbital energy (alpha / beta): -0.9 / -1.6 eV
Gap between HOMO and LUMO (alpha / beta): 7.541 / 6.401 eV

Each line ends with the Mulliken charge.
Cartesian coordinates (Å):
1 C -0.0557 -1.3228 1.3848  -0.611
2 C -0.5954 -1.8319 0.0780  -0.781
3 C 1.1077 0.7459 -1.1725  0.372
4 C 0.1813 -0.5216 0.1386  0.859
5 C -0.5582 0.7406 -0.4952  -0.010
6 C -0.8245 1.6849 0.4738  -0.845
7 N 1.4337 -0.3075 -0.4361  -0.765
8 N 1.5806 1.5650 -1.9926  -0.608
9 H 2.5775 1.7302 -1.8850  0.291
10 H -0.7662 -0.9554 2.1115  0.258
11 H 0.8262 -1.7936 1.7977  0.259
12 H -0.0768 -2.6375 -0.4233  0.292
13 H -1.6639 -1.7857 -0.0884  0.267
14 H -1.3396 0.5235 -1.2170  0.424
15 H -0.0826 1.9118 1.2284  0.307
16 H -1.7441 2.2541 0.4972  0.290



(y)
The following is a DFT calculation (ωB97M-V with the def2-TZVPD basis set) of the molecule C6H8N2.

Total charge: 0
Lowest unoccupied orbital energy (alpha / beta): -0.3 / 0.1 eV
Gap between HOMO and LUMO (alpha / beta): 6.869 / 9.179 eV

Each line ends with the Mulliken charge.
Cartesian coordinates (Å):
1 C -2.4903 -0.0139 -0.0225  0.300
2 C 1.1779 -0.0547 0.6343  -0.523
3 C 0.2567 2.0142 -0.4768  -1.071
4 C 0.9687 -1.3544 -0.1068  -0.588
5 C 0.0151 0.8418 0.4982  0.319
6 C -1.1110 -0.1853 0.1151  -0.148
7 N -3.6208 0.0932 0.0304  -0.483
8 N -0.4769 -1.3328 -0.3965  -0.184
9 H 1.3390 -0.2756 1.7489  0.283
10 H 1.9623 0.4538 0.0231  0.266
11 H -0.4954 2.7198 -0.5103  0.418
12 H 0.7224 1.6796 -1.3565  0.377
13 H 1.5921 -1.4900 -1.0536  0.274
14 H 1.2259 -2.3340 0.3997  0.263
15 H -0.2112 1.1973 1.5743  0.273
16 H -0.8543 -1.9590 -1.1010  0.224



(z)
The following is a DFT calculation (ωB97M-V with the def2-TZVPD basis set) of a cluster of 2 separate species, C6H8N2 in total.

Total charge: 0
Lowest unoccupied orbital energy (alpha / beta): -0.1 / 0.1 eV
Gap between HOMO and LUMO (alpha / beta): 6.773 / 8.429 eV

Each line ends with the Mulliken charge.
Cartesian coordinates (Å):
1 C -0.7539 1.4606 1.1932  -0.283
2 C 0.0181 -0.2239 0.0892  -0.265
3 C 0.0784 -0.5645 1.4464  0.710
4 C 0.5263 -1.7241 2.1540  -1.268
5 C 0.2969 -0.8166 -2.2359  -0.318
6 C 0.1133 0.4439 -2.7948  -0.531
7 N -0.4809 1.0260 -0.0428  -0.388
8 N -0.4219 0.6087 2.1878  -0.134
9 H -1.2122 2.4061 1.4841  0.416
10 H 0.5011 -1.6491 3.2111  0.302
11 H 0.8897 -2.6559 1.7463  0.351
12 H 1.1692 -1.4064 -2.5955  0.272
13 H -0.5961 0.5338 -3.5966  0.295
14 H 0.9306 0.8858 -3.2889  0.304
15 H -0.2072 1.1741 -1.9797  0.303
16 H -0.8514 0.5015 3.0221  0.234



Most stable of them? (y).